Computed, not measured: the molecule C6H9N at a distorted geometry, with the ωB97M-V functional and the def2-TZVPD basis.

The geometry in ORCA input format:
```
! RIJCOSX wB97M-V def2-TZVPD def2/J DEFGRID3
* xyz 0 1
N 0.768 0.686 1.313
C 1.259 1.637 0.462
C -0.558 -1.401 1.337
C -0.059 0.221 -0.676
C 0.778 1.371 -0.784
C -0.792 -0.433 -1.790
C -0.071 -0.169 0.636
H -0.603 0.050 -2.755
H 0.870 2.021 -1.639
H -0.576 -1.492 -1.976
H -1.302 -1.908 0.724
H 0.258 -2.120 1.418
H 1.918 2.404 0.847
H 0.942 0.652 2.302
H -0.942 -1.142 2.319
H -1.890 -0.376 -1.738
*
```

Summary:
M (g mol⁻¹): 95.145
Relative energy (zero: lowest compared OMol25 entry of this formula, charge and spin) (kcal/mol): 5.0
Kohn-Sham gap (eV): 8.90
Lowest unoccupied orbital energy (hartree): 0.039
HOMO energy (eV): -7.8
SMILES: Cc1cc[nH]c1C

These are the Löwdin partial charges, in e, on atoms 1 to 8: 0.0432 -0.1362 -0.0236 -0.2661 -0.0611 -0.0682 -0.2895 0.0705

Computed, not measured: the molecule C6H9N at a distorted geometry, with the ωB97M-V functional and the def2-TZVPD basis.

The geometry in ORCA input format:
```
! RIJCOSX wB97M-V def2-TZVPD def2/J DEFGRID3
* xyz 0 1
N -0.313 1.392 0.857
C -0.460 -0.581 0.076
C 0.140 -1.785 -2.996
C 0.771 -0.515 -0.768
C 0.484 0.494 1.992
C 0.451 -1.203 -1.996
C -1.260 0.626 0.021
H 0.975 1.338 2.465
H -0.147 -0.027 2.732
H -0.112 -2.298 -3.887
H 1.300 -0.201 1.714
H -0.925 1.876 1.511
H 1.527 -1.102 -0.243
H -1.357 1.079 -0.965
H -2.245 0.421 0.454
H 1.172 0.487 -0.966
*
```

Summary:
M (g mol⁻¹): 95.145
Relative energy (zero: lowest compared OMol25 entry of this formula, charge and spin) (kcal/mol): 168.0
Kohn-Sham gap (eV): 8.31
Lowest unoccupied orbital energy (hartree): 0.005
HOMO energy (eV): -8.2

These are the Löwdin partial charges, in e, on atoms 1 to 8: -0.0550 0.0003 0.1285 -0.2865 -0.0843 -0.1563 -0.3133 0.0638

Computed, not measured: the molecule C6H9N, with the ωB97M-V functional and the def2-TZVPD basis.

The geometry in ORCA input format:
```
! RIJCOSX wB97M-V def2-TZVPD def2/J DEFGRID3
* xyz 0 1
N -0.053 -0.654 -0.211
C 1.134 0.014 -0.020
C -1.122 0.159 0.082
C -0.607 1.368 0.477
C -2.533 -0.318 -0.049
C 0.814 1.276 0.414
C 2.455 -0.646 -0.261
H 3.186 0.094 -0.600
H 1.529 2.052 0.654
H -0.127 -1.602 -0.542
H -2.710 -0.793 -1.022
H -2.802 -1.042 0.730
H -1.193 2.230 0.771
H 2.377 -1.420 -1.034
H -3.217 0.531 0.033
H 2.858 -1.118 0.644
*
```

Summary:
M (g mol⁻¹): 95.145
Relative energy (zero: lowest compared OMol25 entry of this formula, charge and spin) (kcal/mol): 0.4
Kohn-Sham gap (eV): 8.71
Lowest unoccupied orbital energy (hartree): 0.038
HOMO energy (eV): -7.7
SMILES: Cc1ccc(C)[nH]1

These are the Löwdin partial charges, in e, on atoms 1 to 8: 0.0874 -0.3351 -0.3388 -0.0642 -0.0452 -0.0651 -0.0427 0.0771

Computed, not measured: the molecule C6H9N at a distorted geometry, with the ωB97M-V functional and the def2-TZVPD basis.

The geometry in ORCA input format:
```
! RIJCOSX wB97M-V def2-TZVPD def2/J DEFGRID3
* xyz 0 1
N 2.109 -2.065 -0.549
C -1.636 -0.279 0.025
C -0.219 -0.444 1.092
C 1.308 1.211 0.153
C 0.557 -0.061 -0.046
C 1.424 -1.174 -0.320
C -0.644 0.031 -0.969
H -0.772 1.018 -1.412
H -0.305 -1.455 1.474
H -2.393 0.509 0.098
H 1.838 1.457 -0.770
H 0.617 2.027 0.376
H -2.210 -1.198 -0.092
H -0.627 -0.670 -1.798
H -1.107 -0.011 1.777
H 2.023 1.126 0.973
*
```

Summary:
M (g mol⁻¹): 95.145
Relative energy (zero: lowest compared OMol25 entry of this formula, charge and spin) (kcal/mol): 92.5
Kohn-Sham gap (eV): 9.99
Lowest unoccupied orbital energy (hartree): 0.030
HOMO energy (eV): -9.2
SMILES: CC1(C#N)CCC1

These are the Löwdin partial charges, in e, on atoms 1 to 8: 0.1812 -0.1333 -0.0668 -0.0267 -0.5875 -0.1762 -0.1853 0.1230

Computed, not measured: the molecule C6H9N at a distorted geometry, with the ωB97M-V functional and the def2-TZVPD basis.

The geometry in ORCA input format:
```
! RIJCOSX wB97M-V def2-TZVPD def2/J DEFGRID3
* xyz 0 1
N 1.089 1.375 -0.139
C -0.075 -0.565 -0.180
C 1.401 -0.853 -0.140
C -1.089 -1.615 0.229
C 2.021 0.334 -0.198
C -0.193 0.898 0.166
C -1.328 1.571 0.395
H 1.335 2.346 -0.098
H 3.073 0.555 -0.337
H -0.766 -2.600 -0.132
H -2.248 1.004 0.506
H -1.415 2.626 0.179
H -1.263 -1.693 1.305
H -2.041 -1.388 -0.255
H 1.871 -1.829 -0.111
H -0.371 -0.166 -1.190
*
```

Summary:
M (g mol⁻¹): 95.145
Relative energy (zero: lowest compared OMol25 entry of this formula, charge and spin) (kcal/mol): 42.9
Kohn-Sham gap (eV): 8.42
Lowest unoccupied orbital energy (hartree): 0.039
HOMO energy (eV): -7.3
SMILES: C=C1NC=C[C@H]1C

These are the Löwdin partial charges, in e, on atoms 1 to 8: 0.0434 -0.3229 -0.0539 -0.0566 -0.1215 -0.3484 0.0160 0.1390

Computed, not measured: a structure of composition C6H9N, with the ωB97M-V functional and the def2-TZVPD basis.

The geometry in ORCA input format:
```
! RIJCOSX wB97M-V def2-TZVPD def2/J DEFGRID3
* xyz 0 1
N 0.990 -0.658 -0.365
C -0.213 -0.167 -1.137
C -1.072 -0.958 -0.112
C 1.725 0.310 0.363
C -0.978 0.330 0.741
C 0.222 -1.461 0.391
C -0.771 1.132 -0.537
H -1.673 0.562 1.543
H -0.129 2.020 -0.515
H 2.310 -0.156 1.160
H 0.537 -1.871 1.348
H -1.712 1.339 -1.061
H -1.974 -1.538 -0.304
H 0.418 0.602 1.041
H 2.338 0.963 -0.265
H -0.154 -0.344 -2.210
*
```

Summary:
M (g mol⁻¹): 95.145
Relative energy (zero: lowest compared OMol25 entry of this formula, charge and spin) (kcal/mol): 146.4
Kohn-Sham gap (eV): 8.09
Lowest unoccupied orbital energy (hartree): 0.031
HOMO energy (eV): -7.2

These are the Löwdin partial charges, in e, on atoms 1 to 8: -0.1452 -0.1717 -0.2019 -0.1035 -0.1583 -0.0486 -0.1554 0.0967

Computed, not measured: a structure of composition C6H9N at a distorted geometry, with the ωB97M-V functional and the def2-TZVPD basis.

The geometry in ORCA input format:
```
! RIJCOSX wB97M-V def2-TZVPD def2/J DEFGRID3
* xyz 0 1
N -1.838 0.267 -2.556
C 1.742 0.457 -0.387
C -0.636 -1.655 0.110
C -1.177 0.022 -1.637
C -0.350 -0.273 -0.475
C -0.333 0.852 0.596
C 1.152 0.909 0.948
H 0.788 -0.441 -0.849
H -1.011 0.624 1.428
H 1.543 1.280 -1.104
H 1.417 0.225 1.763
H -0.651 1.796 0.144
H -0.546 -2.439 -0.646
H 0.070 -1.864 0.919
H -1.652 -1.676 0.519
H 1.482 1.915 1.228
*
```

Summary:
M (g mol⁻¹): 95.145
Relative energy (zero: lowest compared OMol25 entry of this formula, charge and spin) (kcal/mol): 109.8
Kohn-Sham gap (eV): 8.38
Lowest unoccupied orbital energy (hartree): -0.008
HOMO energy (eV): -8.6

These are the Löwdin partial charges, in e, on atoms 1 to 8: 0.1624 0.0718 -0.0378 -0.1820 -0.3983 -0.1711 -0.2789 0.0641

Computed, not measured: a cluster of 2 separate species, C6H9N in total at a distorted geometry, with the ωB97M-V functional and the def2-TZVPD basis.

The geometry in ORCA input format:
```
! RIJCOSX wB97M-V def2-TZVPD def2/J DEFGRID3
* xyz 0 1
N -0.476 0.746 1.408
C 0.111 -1.534 2.323
C -0.199 -1.752 0.795
C 0.019 -0.419 1.458
C 1.023 -2.270 1.439
C -1.101 1.725 1.141
C -1.247 1.072 -1.930
H -0.555 2.714 0.801
H -1.026 -2.269 0.193
H -1.563 1.823 -2.726
H -2.026 1.046 -1.180
H -1.018 0.078 -2.285
H -0.322 1.369 -1.464
H -0.302 -1.781 3.358
H 1.221 -3.383 1.569
H 2.055 -1.860 1.201
*
```

Summary:
M (g mol⁻¹): 95.145
Relative energy (zero: lowest compared OMol25 entry of this formula, charge and spin) (kcal/mol): 151.8
Kohn-Sham gap (eV): 8.00
Lowest unoccupied orbital energy (hartree): 0.033
HOMO energy (eV): -7.1

These are the Löwdin partial charges, in e, on atoms 1 to 8: -0.0164 -0.1146 -0.0489 -0.2427 -0.1745 -0.0198 -0.0632 0.0692

Computed, not measured: the molecule C6H9N at a distorted geometry, with the ωB97M-V functional and the def2-TZVPD basis.

The geometry in ORCA input format:
```
! RIJCOSX wB97M-V def2-TZVPD def2/J DEFGRID3
* xyz 0 1
N 1.745 -1.723 -0.119
C 2.540 0.779 -0.085
C 1.873 -0.475 0.148
C -0.753 -0.908 -0.346
C 0.650 -1.076 0.465
C -1.954 -0.840 0.694
C -0.747 0.148 -1.263
H -2.884 -1.032 0.184
H 1.707 1.471 -0.276
H -0.813 -1.795 -0.981
H 3.199 0.591 -0.842
H -0.255 -0.131 -2.152
H -1.052 1.166 -1.081
H -1.974 -1.550 1.382
H 3.170 1.036 0.782
H -1.891 0.113 1.100
*
```

Summary:
M (g mol⁻¹): 95.145
Relative energy (zero: lowest compared OMol25 entry of this formula, charge and spin) (kcal/mol): 147.9
Kohn-Sham gap (spin up / spin down) (eV): 7.62 / 8.48
Lowest unoccupied orbital energy (spin up / spin down) (hartree): 0.009 / 0.019
HOMO energy (spin up / spin down) (eV): -7.4 / -8.0

These are the Löwdin partial charges, in e, on atoms 1 to 8: 0.1912 -0.0003 -0.3072 -0.4234 -0.0770 -0.0456 0.0105 0.0745

Computed, not measured: the molecule C6H9N at a distorted geometry, with the ωB97M-V functional and the def2-TZVPD basis.

The geometry in ORCA input format:
```
! RIJCOSX wB97M-V def2-TZVPD def2/J DEFGRID3
* xyz 0 1
N -0.621 1.353 0.576
C 0.668 1.482 -0.341
C -1.213 -0.593 -0.760
C -1.433 0.536 0.039
C -2.212 -0.606 0.402
C 1.719 -0.667 0.627
C 1.151 0.114 -0.574
H 1.368 -1.680 0.290
H -1.583 -0.839 -1.719
H 2.768 -0.674 0.795
H -1.888 -1.087 1.393
H 1.426 -0.367 -1.559
H -3.296 -0.689 0.161
H 1.224 -0.474 1.496
H 0.456 2.131 -1.109
H 1.466 2.060 0.282
*
```

Summary:
M (g mol⁻¹): 95.145
Relative energy (zero: lowest compared OMol25 entry of this formula, charge and spin) (kcal/mol): 154.5
Kohn-Sham gap (spin up / spin down) (eV): 8.42 / 7.63
Lowest unoccupied orbital energy (spin up / spin down) (hartree): 0.003 / -0.014
HOMO energy (spin up / spin down) (eV): -8.3 / -8.0

These are the Löwdin partial charges, in e, on atoms 1 to 8: 0.0865 -0.1907 0.0045 -0.4430 -0.0774 -0.0885 -0.0999 0.0910

Repeat the sixth record exactly.
Computed, not measured: a structure of composition C6H9N, with the ωB97M-V functional and the def2-TZVPD basis.

The geometry in ORCA input format:
```
! RIJCOSX wB97M-V def2-TZVPD def2/J DEFGRID3
* xyz 0 1
N 0.990 -0.658 -0.365
C -0.213 -0.167 -1.137
C -1.072 -0.958 -0.112
C 1.725 0.310 0.363
C -0.978 0.330 0.741
C 0.222 -1.461 0.391
C -0.771 1.132 -0.537
H -1.673 0.562 1.543
H -0.129 2.020 -0.515
H 2.310 -0.156 1.160
H 0.537 -1.871 1.348
H -1.712 1.339 -1.061
H -1.974 -1.538 -0.304
H 0.418 0.602 1.041
H 2.338 0.963 -0.265
H -0.154 -0.344 -2.210
*
```

Summary:
M (g mol⁻¹): 95.145
Relative energy (zero: lowest compared OMol25 entry of this formula, charge and spin) (kcal/mol): 146.4
Kohn-Sham gap (eV): 8.09
Lowest unoccupied orbital energy (hartree): 0.031
HOMO energy (eV): -7.2

These are the Löwdin partial charges, in e, on atoms 1 to 8: -0.1452 -0.1717 -0.2019 -0.1035 -0.1583 -0.0486 -0.1554 0.0967

Question: Which of these has the highest relative energy (zero: lowest compared OMol25 entry of this formula, charge and spin)?
Answer: number 2